{"formula": "C35H92N5NaO10", "method": "ωB97M-V/def2-TZVPD", "species": ["Na", "C", "C", "O", "H", "H", "H", "H", "H", "C", "C", "C", "O", "C", "N", "H", "H", "H", "H", "H", "H", "H", "H", "H", "H", "H", "C", "C", "C", "O", "C", "N", "H", "H", "H", "H", "H", "H", "H", "H", "H", "H", "H", "C", "C", "C", "O", "C", "N", "H", "H", "H", "H", "H", "H", "H", "H", "H", "H", "H", "C", "C", "C", "O", "C", "N", "H", "H", "H", "H", "H", "H", "H", "H", "H", "H", "H", "C", "C", "C", "C", "C", "C", "N", "O", "C", "C", "C", "H", "H", "H", "H", "H", "H", "H", "H", "H", "H", "H", "H", "H", "H", "H", "H", "H", "H", "H", "C", "C", "O", "H", "H", "H", "H", "H", "H", "C", "C", "O", "H", "H", "H", "H", "H", "H", "C", "C", "O", "H", "H", "H", "H", "H", "H", "C", "C", "O", "H", "H", "H", "H", "H", "H"], "positions_angstrom": [[-21.7151, -25.9927, 20.6097], [-23.7465, -23.7706, 21.1758], [-22.6971, -23.3813, 22.1620], [-21.5543, -24.0307, 22.0739], [-24.1183, -24.7927, 21.3838], [-23.3879, -23.8052, 20.1280], [-24.6322, -23.1006, 21.2173], [-23.1629, -23.5311, 23.1807], [-22.5436, -22.2647, 22.1482], [-24.3220, -25.5349, 17.9366], [-24.9619, -26.2249, 19.0942], [-26.1128, -27.1355, 18.6597], [-27.1673, -26.4180, 18.1332], [-28.1405, -26.1164, 19.0999], [-23.9762, -26.9242, 19.9057], [-23.3665, -25.1052, 18.2359], [-24.9735, -24.7906, 17.5053], [-24.0507, -26.2957, 17.1783], [-25.4316, -25.4779, 19.7519], [-26.4327, -27.7244, 19.5408], [-25.7795, -27.8898, 17.9240], [-27.7642, -25.4272, 19.8849], [-28.5259, -27.0162, 19.5965], [-28.9447, -25.5979, 18.5863], [-23.3922, -27.5240, 19.3279], [-24.3352, -27.4151, 20.7210], [-30.2237, -21.3507, 21.7417], [-28.7741, -21.3126, 21.2678], [-28.3289, -22.6401, 20.7457], [-28.4970, -23.6461, 21.7415], [-27.6358, -23.3769, 22.8556], [-28.6168, -20.2809, 20.1607], [-30.9418, -21.6774, 20.9974], [-30.5300, -20.3703, 22.1382], [-30.3267, -22.0238, 22.6176], [-28.1293, -20.9820, 22.1034], [-27.2581, -22.5828, 20.4633], [-28.9619, -22.9166, 19.9057], [-26.5527, -23.3139, 22.6704], [-27.7331, -24.2961, 23.4730], [-28.0423, -22.5540, 23.4488], [-28.7085, -19.3784, 20.6237], [-27.6596, -20.3283, 19.7981], [-23.7398, -19.7577, 20.8154], [-24.1072, -19.7072, 19.2993], [-23.1073, -20.4246, 18.4834], [-23.5157, -20.2539, 17.0872], [-22.8303, -21.0527, 16.2322], [-25.4458, -20.2447, 19.0944], [-22.7243, -19.4050, 21.0117], [-23.8082, -20.7901, 21.1975], [-24.4279, -19.1471, 21.4083], [-24.0770, -18.6585, 18.9740], [-23.1219, -21.5089, 18.7103], [-22.0942, -20.0122, 18.5738], [-23.2525, -20.9736, 15.2322], [-22.8690, -22.1169, 16.5441], [-21.7571, -20.7673, 16.1751], [-25.4880, -21.1400, 19.6087], [-25.5806, -20.4912, 18.1060], [-17.1994, -21.0931, 22.7240], [-17.8256, -22.3006, 23.4152], [-18.9490, -21.9009, 24.3361], [-19.1278, -22.9974, 25.2376], [-19.9144, -22.7450, 26.4009], [-18.3434, -23.3004, 22.4814], [-16.6692, -20.4147, 23.4288], [-17.9206, -20.4692, 22.1756], [-16.4328, -21.4114, 22.0036], [-17.0400, -22.7408, 24.0423], [-19.8470, -21.6573, 23.7175], [-18.6559, -20.9821, 24.8910], [-20.2546, -23.6969, 26.8031], [-20.7692, -22.0881, 26.2305], [-19.2485, -22.3381, 27.1966], [-19.0844, -22.8994, 21.9006], [-17.6026, -23.6311, 21.8705], [-27.6831, -20.2617, 27.4554], [-27.9107, -20.2681, 25.9812], [-28.1835, -18.8418, 25.4950], [-26.9077, -18.0447, 25.1678], [-25.9413, -18.8595, 24.2407], [-25.6175, -20.2270, 24.8063], [-26.8378, -20.9355, 25.1636], [-26.5546, -22.2464, 25.7950], [-24.9865, -21.0223, 23.7299], [-24.6598, -20.0946, 25.9697], [-29.1961, -21.0480, 25.7001], [-28.6587, -20.0058, 27.9079], [-26.9877, -19.4887, 27.7726], [-27.4519, -21.2348, 27.8770], [-28.8911, -18.8193, 24.6592], [-28.6948, -18.2977, 26.3083], [-26.4002, -17.7715, 26.1188], [-27.1963, -17.0651, 24.7687], [-24.9875, -18.3289, 24.1311], [-26.4270, -18.9994, 23.2573], [-25.6818, -21.2579, 22.9252], [-24.1100, -20.4835, 23.3646], [-24.6454, -21.9861, 24.1259], [-23.7301, -19.6351, 25.6227], [-25.0904, -19.4651, 26.7491], [-24.4312, -21.0500, 26.4204], [-30.0512, -20.6651, 26.2659], [-29.1116, -22.1188, 25.9356], [-29.4518, -20.9851, 24.6386], [-27.1917, -22.8156, 25.3375], [-23.0306, -25.9242, 27.5645], [-22.4240, -26.0683, 26.1812], [-21.0312, -25.8976, 26.2035], [-24.1143, -25.8484, 27.5147], [-22.6300, -25.0279, 28.0484], [-22.7705, -26.7844, 28.1959], [-22.8046, -25.3018, 25.5036], [-22.6860, -27.0479, 25.7535], [-20.7254, -26.4029, 26.9746], [-25.7850, -26.4759, 23.7517], [-24.2973, -26.5645, 23.8952], [-23.7961, -27.4874, 22.8220], [-26.0224, -25.9808, 22.8006], [-26.2227, -25.9138, 24.5719], [-26.2685, -27.4629, 23.7267], [-24.0076, -26.9336, 24.8969], [-23.8954, -25.5398, 23.8017], [-22.8606, -27.3044, 22.7014], [-22.5733, -20.1432, 24.6044], [-22.0316, -19.7585, 25.9605], [-22.4043, -18.4120, 26.3431], [-22.1252, -19.5655, 23.7874], [-23.6595, -20.0044, 24.5461], [-22.3756, -21.2089, 24.3902], [-20.9376, -19.8640, 25.9361], [-22.4108, -20.4398, 26.7213], [-21.8565, -17.7946, 25.8457], [-19.2996, -21.3459, 18.5460], [-20.0935, -22.3501, 19.3651], [-20.4770, -21.8082, 20.6040], [-18.3056, -21.1995, 18.9653], [-19.8396, -20.4259, 18.3628], [-19.1284, -21.7969, 17.5513], [-19.4724, -23.2512, 19.5548], [-20.9935, -22.6953, 18.8077], [-21.0452, -22.4984, 21.0851]], "total_energy_ha": -2576.8812, "total_charge": 0, "fmax_ev_per_a": 4.4, "homo_lumo_gap_ev": 6.72, "e_homo_ev": -7.63}